Record 1
Computed, not measured: 2 unconnected molecules or ions with the total composition C5H11NO, with ωB97M-V/def2-TZVPD.

The geometry in XYZ format:
```
18
Properties=species:S:1:pos:R:3:forces:R:3:lowdin_charge:R:1
C -0.697852 -0.355225 -1.794912 0.0110 0.0206 -0.0741 -0.1029
C -0.674880 -0.939014 -0.436289 0.0156 0.0086 -0.1263 -0.1680
C 2.357101 0.455222 -0.073850 0.0163 -0.0152 -0.0008 -0.0489
N -0.933675 -0.151992 0.600423 0.0331 -0.2708 0.1793 -0.1919
C -1.205801 1.170896 0.609094 -0.1158 0.2218 -0.0456 -0.0088
C -0.895754 -0.759878 1.918477 0.0691 -0.3897 0.1143 -0.2159
O -0.689672 -1.919990 2.104275 -0.0816 0.5522 -0.1053 0.1092
H -0.041588 0.529725 -1.857912 -0.0947 -0.1340 0.0092 0.0682
H -0.366542 -1.083054 -2.539403 -0.0773 0.1051 0.1234 0.0766
H -1.707586 -0.007773 -2.073933 0.1289 -0.0302 0.0482 0.0845
H -0.462877 -1.973229 -0.210458 -0.0334 0.1472 -0.0227 0.1133
H 2.476145 -0.353629 0.652484 0.0052 0.1398 -0.0984 0.0234
H 2.269662 0.022092 -1.073816 0.0321 0.0785 0.1502 0.0171
H 3.228078 1.115529 -0.037784 -0.1433 -0.1173 0.0102 0.0194
H -1.309802 1.697675 -0.324883 0.0121 -0.0716 0.1063 0.0491
H -1.400942 1.645485 1.558444 0.0365 -0.1010 -0.1201 0.0442
H 1.454114 1.029057 0.159559 0.1733 -0.0931 -0.0434 -0.0035
H -1.081387 -0.020959 2.711527 0.0129 -0.0510 -0.1044 0.1349
```
Positions in Å, forces in eV/Å.

HOMO-LUMO gap (spin up / spin down) in eV: 7.40 / 7.26
Max |F| in hartree/bohr: 0.01105
LUMO level (spin up / spin down) in eV: 0.227 / 0.229
HOMO level (spin up / spin down) in hartree: -0.2634 / -0.2585
Energy relative to the best compared isomer or geometry (same formula, charge and spin) in kcal per mole: 73.89

=====

Record 2
Computed, not measured: C5H11NO in the gas phase, with ωB97M-V/def2-TZVPD.

The geometry in XYZ format:
```
18
Properties=species:S:1:pos:R:3:forces:R:3:lowdin_charge:R:1
C 2.068176 0.146186 -0.578165 0.5310 -0.8378 1.4990 -0.0758
C 0.893827 -0.696312 -0.033279 0.3043 0.0241 0.3931 -0.2364
N -0.229454 0.077293 0.448715 -1.3641 0.4612 0.5145 -0.1306
C -0.011424 0.904562 1.678526 -0.1633 -1.8938 -0.8896 -0.0180
C -1.551779 0.005091 0.064156 0.9650 -0.0355 -0.3442 -0.5140
C -1.863350 -0.526773 -1.321929 -0.2866 1.0078 -0.2411 0.0076
O -2.404597 0.452919 0.805108 -0.4944 0.1372 -0.1203 0.0387
H 1.789214 1.196903 -0.592275 0.1136 -0.0334 -0.9219 0.0773
H 2.902983 0.080677 0.140474 -0.2594 0.1853 -0.0640 0.0676
H 2.484585 -0.374774 -1.439736 -0.2639 0.8504 -0.5514 0.0684
H 1.243560 -1.248308 0.851857 0.0216 -0.3369 -0.4416 0.1173
H 0.599789 -1.401080 -0.808394 -0.2648 -0.0358 0.3322 0.0979
H -0.521380 0.544045 2.580039 -0.1703 -0.3610 -0.3795 0.0865
H -0.484151 1.859748 1.452318 1.0306 0.4603 0.3154 0.0941
H 1.049183 0.685990 1.833450 0.0581 1.5541 0.3187 0.0825
H -0.990104 -0.959518 -1.814623 -0.6251 -0.5370 0.0864 0.0608
H -2.814898 -1.055838 -1.287336 0.4885 -0.7982 0.0284 0.0852
H -2.160180 0.309190 -1.978906 0.3791 0.1890 0.4658 0.0912
```
Positions in Å, forces in eV/Å.

HOMO-LUMO gap in eV: 9.92
Max |F| in hartree/bohr: 0.04081
SMILES: CCN(C)C(C)=O
LUMO level in eV: 0.876
HOMO level in hartree: -0.3323
Energy relative to the best compared isomer or geometry (same formula, charge and spin) in kcal per mole: 29.07

=====

The lowest max |F| belongs to which entry?
number 1

=====

The lowest energy relative to the best compared isomer or geometry (same formula, charge and spin) belongs to which entry?
number 2

=====

Which formula does entry 2 have?
C5H11NO

=====

Which value of energy relative to the best compared isomer or geometry (same formula, charge and spin) does entry 2 give?
29.07 kcal per mole